*w*
Here is a molecular structure, C5H6O3 from the OMol25 dataset. Energies are from the ωB97M-V functional and the def2-TZVPD basis.

The geometry in ORCA input format:
```
! wB97M-V def2-TZVPD RIJCOSX def2/J DEFGRID3
* xyz 0 1
C 1.051 -0.122 0.311
C -0.278 -0.115 1.080
C -0.828 -1.131 0.073
C 0.095 -0.341 -0.892
C -0.621 0.982 -0.767
H 1.202 1.774 0.239
H 1.631 -1.033 0.420
H -0.306 0.023 2.137
H -1.901 -1.116 -0.237
H -0.463 -2.124 0.248
H 0.345 -0.705 -1.882
O 1.860 1.052 0.232
O -1.009 1.755 -1.578
O -0.778 1.101 0.616
*
```

Output
HOMO energy   -10.3 eV
Kohn-Sham gap   11.1 eV

Want to see where the charge sits? The Mulliken charges in e are: -0.171 -0.122 -0.534 -0.198 0.236 0.376 0.444 0.467 0.300 0.301 0.466 -0.591 -0.533 -0.441

***

*x*
Here is a single C5H6O3 molecule from the OMol25 dataset. Energies are from the ωB97M-V functional and the def2-TZVPD basis.

The geometry in ORCA input format:
```
! wB97M-V def2-TZVPD RIJCOSX def2/J DEFGRID3
* xyz 0 1
C -1.507 -2.634 -0.436
C -0.828 -1.730 0.082
C -0.462 -0.320 0.766
O -1.164 0.821 0.094
C -0.156 1.866 -0.256
O 1.007 1.228 -0.964
C 1.661 0.235 -0.272
O 0.990 -0.115 0.987
H -2.241 -3.514 -0.795
H -1.081 -0.602 1.834
H -0.401 2.562 -1.098
H 0.251 2.311 0.665
H 2.812 0.176 -0.054
H 1.741 -0.906 -0.789
*
```

Output
HOMO energy   -9.9 eV
Structure (SMILES)   C#CC1OCOCO1
Kohn-Sham gap   10.7 eV

Want to see where the charge sits? The Mulliken charges in e are: 0.028 -0.715 0.484 -0.343 -0.166 -0.380 -0.164 -0.363 0.332 0.239 0.230 0.323 0.271 0.224

***

*y*
Here is a molecular structure, C5H6O3 from the OMol25 dataset. Energies are from the ωB97M-V functional and the def2-TZVPD basis.

The geometry in ORCA input format:
```
! wB97M-V def2-TZVPD RIJCOSX def2/J DEFGRID3
* xyz 0 1
C 0.940 0.299 -0.560
C -0.020 -0.787 -0.554
C -0.710 0.067 1.110
C -1.324 0.722 -0.078
C 0.050 1.164 0.281
H 2.168 -0.132 1.163
H 0.981 0.597 -1.582
H 0.292 -1.675 -1.072
H -0.988 0.149 2.233
H -2.123 1.434 -0.127
H 0.358 2.156 0.736
O 2.254 0.046 0.023
O -0.390 -1.281 0.752
O -1.152 -0.180 -1.092
*
```

Output
HOMO energy   -9.7 eV
Kohn-Sham gap   10.4 eV

Want to see where the charge sits? The Mulliken charges in e are: 0.360 -0.120 -0.206 -0.268 -0.689 0.392 0.405 0.548 0.347 0.426 0.319 -0.631 -0.443 -0.439

***

Stability summary: most stable *w*, least stable *x*.